86
Properties=species:S:1:pos:R:3 method="wB97M-V/def2-TZVPD" s2=6.026 lumo_energy_ev="-1.2685 / -3.2966" total_energy_ha=-6693.8006 gap_ev="6.06 / 4.02" e_homo_ha="-0.269 / -0.269" e_above_lowest_kcal_mol=0.00 spin_multiplicity=5
Ru -0.7488 0.7139 0.8085
C -3.3557 -1.5414 -0.8996
C -3.2363 -0.3810 -1.8430
C -3.4807 -0.5498 -3.2027
C -3.4097 0.5196 -4.0798
C -3.0985 1.7824 -3.6017
C -2.8426 1.9916 -2.2509
C -2.5107 3.3645 -1.7435
C -2.9065 0.8959 -1.3820
N -2.5781 1.0989 -0.0034
C -3.4782 1.7878 0.7562
O -4.6272 2.0637 0.4653
C -2.8679 2.2533 2.0538
C -3.5199 2.9620 3.0439
C -2.7886 3.3561 4.1567
C -1.4389 3.0410 4.2573
C -0.8615 2.3204 3.2330
N -1.5795 1.9612 2.1748
C 0.5648 1.8363 3.1997
O 1.3519 2.1162 4.0867
N 0.8196 1.0727 2.0988
C 2.1148 0.4864 2.0245
C 3.0776 1.0546 1.1904
C 2.8075 2.3367 0.4595
C 4.3238 0.4362 1.0966
C 4.6176 -0.7115 1.8246
C 3.6746 -1.2263 2.6950
C 2.4199 -0.6309 2.8235
C 1.4459 -1.1390 3.8391
H -3.4550 -2.4747 -1.4551
H -4.2373 -1.4306 -0.2637
H -2.4944 -1.6194 -0.2399
H -3.7290 -1.5381 -3.5715
H -3.5969 0.3693 -5.1358
H -3.0448 2.6233 -4.2835
H -2.3212 4.0417 -2.5758
H -1.6199 3.3443 -1.1122
H -3.3395 3.7689 -1.1594
H -4.5699 3.1855 2.9206
H -3.2729 3.9087 4.9508
H -0.8327 3.3191 5.1073
H 2.7418 3.1639 1.1702
H 1.8717 2.3064 -0.0970
H 3.6180 2.5569 -0.2367
H 5.0740 0.8667 0.4434
H 5.5882 -1.1824 1.7278
H 3.9076 -2.0962 3.2989
H 1.6900 -2.1602 4.1361
H 0.4228 -1.1029 3.4724
H 1.4825 -0.5075 4.7300
Cl -2.8115 -3.7457 2.1278
C -3.1210 -2.3215 3.1485
Cl -4.6746 -1.6039 2.6773
Cl -3.1769 -2.8336 4.8361
C -2.0507 -1.1857 2.9559
O -1.9881 -0.3451 3.8289
O -1.3975 -1.2494 1.8625
Br 0.4998 1.5743 -6.9829
C 0.3343 0.4250 -5.4924
C 0.2459 -0.9460 -5.6889
N 0.1122 -1.8093 -4.6875
C 0.0526 -1.3195 -3.4529
C 0.1421 0.0369 -3.1674
C 0.2886 0.9371 -4.2113
C 0.0407 0.5410 -1.7675
O 0.2432 1.7258 -1.4870
O -0.2906 -0.3330 -0.8798
H 0.2830 -1.3557 -6.6915
H -0.0749 -2.0290 -2.6442
H 0.3465 1.9975 -4.0074
N 0.4995 -3.2872 1.5635
C 1.5513 -3.0812 0.8204
N 1.7277 -1.9138 0.1905
C 2.8152 -1.9475 -0.5652
C 3.2376 -0.8945 -1.4170
C 4.3746 -1.0695 -2.1645
C 5.1172 -2.2561 -2.0786
C 4.7270 -3.3106 -1.2492
C 3.5818 -3.1560 -0.5090
S 2.8029 -4.2866 0.5640
H -0.2304 -2.5502 1.6140
H 0.3309 -4.1743 2.0102
H 2.6625 0.0206 -1.4553
H 4.7075 -0.2812 -2.8254
H 6.0124 -2.3643 -2.6760
H 5.3073 -4.2219 -1.2068